A structure of composition C40H57GeIIrN8O2, computed with ωB97M-V/def2-TZVPD.

Last column: Mulliken charge in e.
Geometry (Å):
Ir  -0.262  0.685  0.378  2.1373
C  3.138  -0.876  0.112  -0.4342
N  3.722  0.327  0.658  0.2343
C  4.783  0.090  1.630  -1.1453
C  3.057  1.513  0.630  -0.6012
N  1.791  1.595  0.350  0.1716
C  1.074  2.843  0.001  -0.2894
C  1.609  4.048  -0.735  -0.7681
C  0.798  4.915  -1.362  -0.9402
C  -0.679  4.947  -1.628  -0.8373
C  -1.664  4.087  -1.335  -1.1026
C  -1.394  2.895  -0.460  -0.3979
N  -2.190  1.654  -0.368  -0.1517
C  -3.455  1.572  -0.061  0.0662
N  -4.117  0.371  -0.129  0.0570
C  -4.923  -0.007  1.035  -1.0920
C  -3.463  -0.764  -0.753  -0.8078
N  -4.234  2.645  0.262  0.5682
C  -3.781  3.723  1.126  -0.9084
C  -5.610  2.767  -0.192  -1.2913
N  3.803  2.633  0.909  0.6029
C  5.135  2.828  0.372  -1.2164
C  3.337  3.623  1.863  -0.9585
H  3.930  -1.501  -0.303  0.5450
H  2.443  -0.612  -0.673  -0.4580
H  2.609  -1.447  0.884  0.2580
H  4.473  -0.697  2.323  0.3463
H  4.983  0.987  2.206  0.4019
H  5.704  -0.229  1.138  0.3074
H  2.674  4.249  -0.748  0.2597
H  1.305  5.760  -1.815  0.4230
H  -0.969  5.814  -2.210  0.4002
H  -2.670  4.295  -1.686  0.5705
H  -5.325  0.871  1.529  0.4084
H  -4.313  -0.559  1.759  0.2916
H  -5.751  -0.640  0.721  0.3096
H  -3.145  -0.516  -1.760  0.1604
H  -4.187  -1.576  -0.801  0.4068
H  -2.593  -1.106  -0.186  0.2094
H  -2.872  3.441  1.647  0.0404
H  -4.548  3.904  1.883  0.4068
H  -3.619  4.654  0.578  0.2720
H  -5.845  1.978  -0.899  0.3712
H  -5.741  3.734  -0.682  0.3813
H  -6.313  2.717  0.645  0.3615
H  5.365  2.041  -0.342  0.3352
H  5.900  2.828  1.154  0.3740
H  5.186  3.790  -0.146  0.3743
H  2.342  3.366  2.219  0.1956
H  3.303  4.621  1.422  0.3404
H  4.007  3.656  2.728  0.3982
C  -1.213  0.756  -3.444  -0.9280
Ge  0.235  1.851  -2.724  0.8602
C  0.249  3.313  -4.015  -1.7046
C  1.994  1.027  -2.990  -1.0218
C  -0.071  2.258  -0.794  2.0578
H  -0.996  0.593  -4.503  0.5612
H  -2.146  1.317  -3.373  0.3807
H  -1.372  -0.205  -2.968  0.1166
H  0.425  2.849  -4.990  0.4839
H  1.044  4.031  -3.826  0.4230
H  -0.702  3.837  -4.051  0.3951
H  2.252  1.180  -4.040  0.5412
H  2.033  -0.041  -2.796  0.2307
H  2.759  1.508  -2.379  0.2927
H  -1.311  3.305  0.540  0.0945
H  0.665  3.220  0.945  0.4672
I  -0.243  -4.967  1.668  0.1503
C  -0.054  -3.528  0.200  -0.4750
C  0.191  -3.869  -1.117  -0.5267
C  0.306  -2.854  -2.047  -1.6348
C  0.176  -1.541  -1.635  -0.2229
N  -0.059  -1.210  -0.357  1.5726
C  -0.175  -2.194  0.552  -0.4055
H  0.289  -4.906  -1.412  0.4450
H  0.497  -3.068  -3.089  0.5636
H  0.264  -0.729  -2.325  -0.0797
H  -0.369  -1.887  1.566  0.7422
C  2.767  -1.679  9.145  -1.4570
C  1.854  -2.140  8.039  1.0250
C  1.470  -3.473  7.965  -0.8775
C  0.651  -3.921  6.940  -0.7939
C  0.182  -3.022  6.000  -0.7364
C  0.550  -1.682  6.068  -0.1288
N  0.042  -0.807  5.065  0.7708
C  -0.777  0.267  5.305  0.6131
C  -1.275  0.502  6.598  -0.8255
C  -2.107  1.568  6.859  -0.8176
C  -2.481  2.462  5.855  -1.0674
C  -1.993  2.251  4.587  -0.5202
C  -1.152  1.171  4.286  0.2963
C  -0.716  1.017  2.895  0.5341
O  -0.836  1.969  2.047  -1.1758
O  -0.228  -0.083  2.462  -1.2952
C  1.409  -1.228  7.070  0.9584
C  1.894  0.196  7.116  -1.6308
H  2.994  -2.497  9.827  0.3927
H  2.318  -0.870  9.726  0.3054
H  3.712  -1.299  8.752  0.3292
H  1.821  -4.167  8.718  0.3748
H  0.360  -4.963  6.889  0.3951
H  -0.487  -3.338  5.209  0.5565
H  0.211  -1.038  4.100  -0.1334
H  -1.008  -0.181  7.392  0.5476
H  -2.476  1.707  7.867  0.4062
H  -3.138  3.294  6.066  0.4621
H  -2.252  2.926  3.783  0.4195
H  1.598  0.753  6.231  0.2386
H  2.983  0.226  7.187  0.5175
H  1.507  0.727  7.989  0.3508

Values from the calculation:
**Lowest unoccupied orbital energy**: -0.0883 hartree
**Highest occupied orbital energy**: -9.72 eV
**Charge**: +1
**Energy**: -4625.60543 Ha
**Gap between HOMO and LUMO**: 7.320 eV

=====

A cluster of 2 separate species, C9H20N2O3 in total, computed with ωB97M-V/def2-TZVPD.

Last column: Mulliken charge in e.
Geometry (Å):
O  -0.108  2.823  0.039  -0.7515
O  -1.587  -1.759  1.679  -0.6433
O  0.598  2.632  -2.611  -0.5642
C  -0.257  1.700  0.503  0.9136
C  -1.473  -1.227  0.579  0.0789
N  -2.536  -0.905  -0.168  -0.1105
N  -0.023  0.644  -0.276  -0.0446
C  2.016  2.756  -2.729  -0.4880
C  -0.692  1.532  1.944  -1.0871
C  -3.921  -1.193  0.199  -0.9080
C  1.252  -2.859  0.638  -1.6085
C  2.442  -0.717  0.361  -1.5260
C  1.113  -1.340  0.817  0.6225
C  -0.104  -0.805  0.020  -0.2824
H  0.300  2.986  -1.739  0.3941
H  -2.366  -0.417  -1.033  0.2943
H  0.271  0.895  -1.211  0.3644
H  2.310  3.808  -2.670  0.2759
H  2.353  2.350  -3.688  0.2355
H  2.513  2.207  -1.923  0.1782
H  -1.698  1.121  1.977  0.2153
H  -0.689  2.506  2.429  0.3680
H  -0.006  0.871  2.467  0.2652
H  -4.603  -0.752  -0.529  0.3447
H  -4.078  -2.272  0.232  0.2854
H  -4.135  -0.781  1.187  0.2864
H  0.353  -3.365  0.991  0.3658
H  2.095  -3.222  1.226  0.4182
H  1.415  -3.107  -0.412  0.3946
H  2.584  -0.872  -0.709  0.3519
H  3.269  -1.176  0.904  0.4489
H  2.453  0.351  0.580  0.3047
H  0.986  -1.119  1.877  0.1138
H  -0.044  -1.294  -0.952  0.4934

Values from the calculation:
**Lowest unoccupied orbital energy**: 0.0232 hartree
**SMILES string**: CNC(=O)[C@@H](NC(C)=O)C(C)C.CO
**Highest occupied orbital energy**: -9.71 eV
**Energy**: -690.19002 Ha
**Gap between HOMO and LUMO**: 10.342 eV

=====

A structure of composition C36H31N8O5STi, computed with ωB97M-V/def2-TZVPD.

Last column: Mulliken charge in e.
Geometry (Å):
Ti  0.626  -0.596  0.601  -0.6796
C  -4.289  -0.844  -1.847  -0.6531
C  -4.254  -0.486  -0.506  -0.9193
C  -3.158  -0.809  0.278  0.1394
C  -2.082  -1.491  -0.284  -1.4188
C  -2.127  -1.873  -1.620  0.2331
C  -3.225  -1.540  -2.399  -0.8824
N  -0.938  -1.788  0.523  1.5431
C  -0.861  -2.939  1.206  1.1892
C  -1.768  -4.023  1.122  -1.3327
C  -1.525  -5.162  1.837  -0.6033
C  -0.396  -5.295  2.681  -0.7171
C  0.490  -4.269  2.807  -0.9013
C  0.272  -3.078  2.077  0.7942
N  1.080  -2.004  2.031  2.2585
N  2.163  -1.922  2.685  -2.0995
C  2.905  -0.815  2.333  0.0615
C  4.051  -0.491  3.059  -0.5954
C  4.808  0.589  2.662  -0.4481
C  4.431  1.313  1.530  -0.7989
C  3.288  0.938  0.860  -0.4134
N  2.529  -0.090  1.254  0.8539
H  -5.148  -0.591  -2.455  0.4511
H  -5.086  0.048  -0.065  0.4648
H  -3.126  -0.533  1.322  0.5554
H  -1.305  -2.438  -2.041  0.5911
H  -3.248  -1.839  -3.440  0.4559
H  -2.635  -3.930  0.483  0.5424
H  -2.214  -5.994  1.759  0.4387
H  -0.242  -6.215  3.226  0.4263
H  1.361  -4.336  3.443  0.5000
H  4.312  -1.092  3.917  0.5786
H  5.696  0.866  3.214  0.4361
H  5.015  2.151  1.179  0.5067
H  2.960  1.462  -0.031  0.5857
N  0.918  6.685  3.611  -0.4911
C  0.539  5.404  3.323  1.0148
C  -0.747  4.953  3.663  -0.7749
C  -1.133  3.663  3.382  -0.5392
C  -0.231  2.803  2.772  -0.3390
C  1.051  3.220  2.444  -0.1772
C  1.442  4.511  2.724  -0.8740
S  -0.741  1.197  2.300  2.2289
O  0.276  0.214  2.716  -1.0453
O  -2.071  0.940  2.755  -0.8654
N  -0.530  1.016  0.690  0.6460
C  -1.328  1.768  -0.164  0.1089
N  -1.385  1.395  -1.442  0.3347
C  -2.192  2.093  -2.227  -0.1491
C  -2.931  3.177  -1.785  -1.0730
C  -2.782  3.491  -0.446  -0.5721
N  -1.994  2.799  0.365  -0.3645
H  0.213  7.352  3.868  0.2114
H  1.753  7.053  3.193  0.2056
H  -1.429  5.641  4.147  0.3179
H  -2.124  3.300  3.619  0.5438
H  1.728  2.523  1.974  0.1715
H  2.447  4.845  2.495  0.3467
H  -2.259  1.749  -3.254  0.3670
H  -3.585  3.736  -2.437  0.4656
H  -3.312  4.323  0.005  0.4866
C  -0.321  1.281  -5.724  -0.5313
O  0.015  -0.096  -5.775  -0.4592
C  0.432  -0.700  -4.657  0.7794
C  0.807  -2.048  -4.808  -1.1372
C  1.264  -2.744  -3.729  -0.8345
C  1.342  -2.154  -2.453  0.6649
C  1.890  -2.844  -1.317  0.6251
C  2.629  -4.138  -1.499  -2.1116
O  1.801  -2.382  -0.168  -0.3084
C  0.935  -0.806  -2.294  -0.2963
O  0.978  -0.207  -1.114  -0.0149
C  0.517  -0.086  -3.418  -0.2963
H  -0.625  1.550  -6.731  0.2900
H  0.537  1.888  -5.428  0.3185
H  -1.146  1.462  -5.034  0.1102
H  0.749  -2.500  -5.789  0.4970
H  1.563  -3.777  -3.849  0.5029
H  3.404  -4.024  -2.257  0.4480
H  1.945  -4.923  -1.826  0.4079
H  3.079  -4.435  -0.556  0.3921
H  0.252  0.949  -3.263  0.6265

Values from the calculation:
**Lowest unoccupied orbital energy**: -0.1482 hartree
**Relative energy (zero: lowest compared OMol25 entry of this formula, charge and spin)**: 0.0 kcal per mole
**Highest occupied orbital energy**: -10.28 eV
**Charge**: +1
**Energy**: -3452.31180 Ha
**Gap between HOMO and LUMO**: 6.249 eV

=====

A structure of composition C5H8O, computed with ωB97M-V/def2-TZVPD.

Last column: Mulliken charge in e.
Geometry (Å):
C  1.541  -0.234  0.738  -0.6840
C  1.300  0.243  -0.485  -0.6485
C  -0.891  0.144  -0.882  -0.3976
C  -1.280  -0.817  0.203  -0.2011
O  -1.171  0.294  1.147  -0.3553
C  -1.048  1.105  0.049  -0.2301
H  1.471  -1.313  0.874  0.2473
H  1.923  0.376  1.530  0.2605
H  1.588  -0.535  -1.144  0.3130
H  1.339  1.267  -0.842  0.4106
H  -0.896  0.060  -1.955  0.4462
H  -0.677  -1.677  0.507  0.1959
H  -2.328  -1.084  0.080  0.2429
H  -0.872  2.170  0.179  0.4003

Values from the calculation:
**Lowest unoccupied orbital energy**: 0.0405 hartree
**Relative energy (zero: lowest compared OMol25 entry of this formula, charge and spin)**: 110.6 kcal per mole
**Highest occupied orbital energy**: -7.77 eV
**Energy**: -270.38162 Ha
**Gap between HOMO and LUMO**: 8.868 eV